C3H7NO2 | ωB97M-V/def2-TZVPD

The structure (SMILES) is CCN1OCO1. The total charge is 0.

Geometry as XYZ:
```
13
Properties=species:S:1:pos:R:3:forces:R:3
O 1.215219 1.300238 -0.317851 1.090 -0.099 -1.252
O 1.227546 -0.793981 -0.379192 -2.278 0.833 1.211
N 0.488024 0.366287 0.437514 0.842 -2.052 0.368
C -1.627120 -0.765921 0.712756 0.130 0.025 -0.092
C 2.085549 0.212117 -0.771739 0.142 1.922 -0.015
C -0.924784 0.454581 0.134310 -0.064 -0.515 -0.411
H 2.260638 0.262475 -1.855871 0.032 -0.024 0.225
H -1.278495 -1.665897 0.197805 -0.104 0.097 0.103
H -2.705085 -0.671057 0.574913 0.069 -0.051 0.029
H -1.405048 -0.864215 1.776977 -0.064 -0.003 -0.075
H -1.097372 0.548894 -0.943958 0.054 0.035 0.061
H -1.260868 1.371127 0.633046 0.191 -0.034 -0.062
H 3.021795 0.245354 -0.198711 -0.039 -0.133 -0.091
```
Forces are in eV/Å.

C3H7NO2 | ωB97M-V/def2-TZVPD

The structure (SMILES) is C=NOCOC. The total charge is 0.

Geometry as XYZ:
```
13
Properties=species:S:1:pos:R:3:forces:R:3
O -0.999028 -0.297050 -0.623169 -4.674 3.542 -2.168
O 0.667137 -0.708578 0.678832 0.773 -1.779 -0.040
N 1.567172 -0.377382 -0.346823 -1.029 -0.231 -0.428
C 2.383489 0.532489 -0.076150 2.417 0.626 -1.283
C -0.454790 -1.376811 -0.121986 -0.386 1.547 5.259
C -1.741697 0.772347 0.126677 -0.998 0.848 -0.723
H -2.553166 0.499908 0.959513 2.471 0.062 -1.519
H 3.118711 0.852543 -1.063020 -2.067 -0.860 3.409
H -2.353451 1.498354 -0.560931 0.700 -2.369 0.179
H 0.068559 -1.823360 -0.888844 0.592 -1.853 -1.507
H 2.484951 0.842009 0.997199 0.123 0.447 -1.194
H -0.993095 1.558993 0.320371 0.007 -0.878 1.333
H -1.194788 -1.973457 0.598328 2.073 0.897 -1.317
```
Forces are in eV/Å.

C3H7NO2 | ωB97M-V/def2-TZVPD

The structure (SMILES) is O=CNCCO. The total charge is 0.

Geometry as XYZ:
```
13
Properties=species:S:1:pos:R:3:forces:R:3
O -1.284278 -0.667366 1.392038 0.174 -0.081 0.114
O 1.412482 0.349269 1.569841 0.008 0.148 -0.586
N 0.922701 0.184596 -0.662918 0.068 0.029 0.026
C -0.507006 0.470637 -0.622979 -0.122 0.035 0.069
C -1.356819 -0.631116 -0.008121 -0.108 -0.009 -0.360
C 1.752677 0.326321 0.396996 -0.036 0.083 0.151
H -1.060521 -1.587934 -0.471141 -0.107 0.062 0.152
H -0.821005 0.676147 -1.653116 0.020 -0.113 0.197
H -0.363622 -0.497868 1.661638 -0.141 0.066 -0.017
H 2.794385 0.485604 0.072947 0.090 -0.348 0.229
H -0.658754 1.385465 -0.038207 0.061 -0.086 -0.083
H 1.342934 -0.090538 -1.537082 -0.035 0.314 0.050
H -2.404044 -0.436932 -0.270721 0.128 -0.098 0.056
```
Forces are in eV/Å.

Record order is preserved below.
Energy above the lowest of the compared OMol25 structures with the same formula, charge and spin: 124.81; 139.78; 22.79 kcal per mole
Record order is preserved below.
Kohn-Sham gap: 9.99; 10.56; 10.63 eV
Record order is preserved below.
E: -323.58207; -323.55821; -323.74465 Eh